Entry 1:
42
Properties=species:S:1:pos:R:3:forces:R:3 method="wB97M-V/def2-TZVPD" smiles=CCNCCSS.O.O.O.O.O.O.O.O molar_mass_g_mol=281.4 e_tot_ha=-1621.64099 gap_ev=8.59
C 1.9027 1.1509 -1.5200 -0.35 -0.38 0.05
C 2.0754 1.1698 0.0028 -0.47 -0.44 -0.35
N 2.0179 -0.2214 0.5561 -0.06 1.51 -0.75
C 1.7926 -0.1640 2.0041 1.16 -1.23 0.34
C 0.8926 -1.3438 2.4385 0.60 1.11 -0.47
S -0.8388 -0.9839 1.9266 1.18 -0.88 -1.34
S -1.8266 0.0404 3.2896 -0.76 0.31 1.88
H 0.9251 1.4320 -1.9434 0.36 0.52 0.50
H 1.9756 0.1500 -1.9218 0.48 -0.43 0.08
H 2.7293 1.7187 -1.9020 0.01 0.48 -0.82
H 1.2875 1.7979 0.4721 0.58 -0.21 -0.10
H 3.0707 1.6046 0.1690 -0.33 -0.14 0.53
H 1.2775 -0.6731 0.0248 -0.38 -0.04 0.56
H 2.7988 -0.3934 2.4167 -0.47 0.35 0.27
H 1.5149 0.8455 2.3646 -0.34 -0.58 -0.21
H 1.3091 -2.1941 1.8529 -0.85 0.19 0.34
H 1.0431 -1.5465 3.4897 -0.39 -0.11 0.31
H -1.2667 1.2572 3.4468 0.32 0.04 -0.62
O -2.0185 2.5124 -0.0651 -0.51 -0.42 -0.18
H -1.5019 2.1478 -0.7896 0.34 0.17 0.02
H -2.7917 1.9289 -0.1237 0.05 0.31 0.17
O 1.8267 -2.8521 -1.8373 -0.47 -0.17 -0.46
H 2.6989 -2.7658 -1.4297 0.37 0.06 0.02
H 1.9653 -3.2922 -2.6881 0.02 0.01 0.32
O -0.3723 3.2876 1.9026 -0.01 -0.96 0.75
H -0.0769 4.1520 1.6435 -0.22 0.44 -0.38
H -1.1400 2.9912 1.3713 0.50 0.52 -0.19
O -0.0383 -0.9959 -2.9457 -0.31 0.09 -0.22
H 0.6769 -1.4837 -2.5317 0.67 -0.34 -0.07
H -0.7177 -1.0702 -2.2519 -0.24 0.11 0.13
O -1.8212 -1.1832 -0.8869 1.06 0.01 0.23
H -2.4591 -0.5966 -1.2937 -0.92 0.21 -0.29
H -2.0807 -2.0959 -0.9526 -0.52 -0.37 -0.08
O -1.4726 0.9512 -4.1982 2.01 0.26 -0.11
H -0.8424 1.6987 -4.3429 -1.06 -0.52 0.08
H -0.7992 0.2272 -4.0366 -0.91 0.28 0.10
O 4.1975 -1.6938 -0.9229 0.93 -1.34 0.17
H 3.5163 -1.3313 -0.3501 -0.58 1.06 0.13
H 4.1840 -1.3351 -1.8053 -0.33 0.60 -0.09
O -3.1489 0.9034 -2.0421 -0.16 -0.09 -0.55
H -2.5084 0.9843 -2.7834 0.34 0.05 0.00
H -3.9705 0.9366 -2.5421 -0.32 -0.05 0.31



Entry 2:
42
Properties=species:S:1:pos:R:3:forces:R:3 method="wB97M-V/def2-TZVPD" smiles=CN[C@H](CO)CS.O.O.O.O.O.O.O.O molar_mass_g_mol=265.3 e_tot_ha=-1298.59245 gap_ev=9.04
C -1.9737 2.3084 1.2996 0.01 0.00 -1.53
N -1.5054 1.3571 0.2541 2.94 1.94 1.65
C -0.1693 1.8571 -0.4297 -1.09 -2.92 0.08
C 0.8534 2.3156 0.6234 0.91 -0.41 -0.44
O 1.0936 1.3051 1.5773 1.12 -1.66 -0.60
C -0.3314 2.9675 -1.4964 -0.14 -3.03 0.29
S 1.1471 2.9955 -2.6132 -1.25 0.25 -0.11
H -1.8931 3.3330 0.8942 0.11 -0.02 0.48
H -3.0653 2.1944 1.4724 0.91 -0.39 0.58
H -1.2465 2.1605 2.1286 -1.30 0.40 -0.05
H -2.1276 1.1519 -0.4655 -1.45 0.21 -1.09
H 0.0126 0.7764 -0.8667 1.14 3.07 0.45
H 1.8658 2.5943 0.1388 -1.72 -0.17 0.58
H 0.4901 3.1526 1.2433 0.13 0.01 -0.68
H 1.4451 0.4995 1.0870 -0.76 1.36 0.81
H -0.6133 3.8042 -0.9440 0.21 2.22 0.40
H -1.2614 2.6611 -1.9948 0.71 0.25 -0.84
H 2.0932 3.2974 -1.7281 -0.06 0.12 0.24
O -0.6872 -0.2613 2.7908 3.09 -1.25 7.23
H 0.0557 0.3597 3.0454 -1.13 -1.10 -0.20
H -0.9009 0.0892 2.0282 -2.22 2.59 -6.72
O 0.6297 -1.1767 -0.4768 3.90 0.60 2.10
H -0.2679 -1.2130 -0.6279 -2.85 -0.88 -0.97
H 1.1794 -1.5668 -1.1597 -0.75 -0.33 -0.55
O 2.4465 -3.7902 -0.0694 1.82 -1.34 -2.39
H 3.3190 -3.7489 0.3505 -0.49 0.05 -0.08
H 1.8569 -3.5482 0.5883 -1.93 0.44 2.08
O -0.2527 -2.7333 2.1739 0.27 1.70 2.32
H -0.3387 -2.1489 3.0452 -0.02 -1.84 -2.65
H 0.1186 -2.0207 1.6162 -0.29 -0.52 -0.06
O 0.2304 -1.8358 -3.1754 0.79 -1.03 -0.17
H -0.3108 -1.0724 -3.3194 -0.46 0.78 0.15
H -0.1219 -2.5178 -3.7493 0.08 -0.17 -0.07
O 3.5303 -1.8355 1.1429 -1.79 0.60 0.64
H 2.5519 -1.7611 0.8740 2.52 0.06 0.11
H 4.0889 -1.5756 0.4107 -0.30 0.21 -0.40
O -1.4012 0.1039 -2.3453 -1.35 -0.16 0.15
H -2.1297 0.1026 -2.9793 0.06 0.16 -0.20
H -1.8438 -0.2917 -1.5655 0.47 -0.10 -0.35
O -2.1843 -2.3505 0.1806 0.63 -1.88 2.61
H -2.5696 -3.2071 -0.0463 -0.33 0.26 -0.92
H -1.8128 -2.7316 1.0873 -0.15 1.93 -1.90